Here is C43H51F3FeN2OPS2 as an isolated structure in a non-equilibrium geometry from the OMol25 dataset. Energies are from wB97M-V/def2-TZVPD.

The geometry in XYZ format:
```
104
Properties=species:S:1:pos:R:3:forces:R:3
Fe 0.485062 -0.621246 -0.841452 0.9479 0.2494 -2.1110
C 0.119171 -0.971605 -5.303411 -0.1978 -0.0245 0.0928
C 0.546515 -1.253125 -3.889902 -0.3303 0.1104 -0.1472
N -0.233833 -0.973967 -2.904493 1.3339 -0.4380 1.6015
N -1.442343 -0.418291 -3.160423 -1.1998 -0.0952 -1.0046
C -1.580358 0.780802 -2.744889 -0.0902 0.2833 0.0303
S -0.377512 1.634658 -1.851749 0.3677 0.1892 0.1788
S -3.168922 1.513506 -3.074320 0.0294 0.2648 -0.0266
C -2.640474 3.160350 -3.694124 -0.0657 -0.5336 0.0251
C -2.298718 3.071310 -5.149145 0.0280 0.0877 -0.0518
C -3.306915 3.123143 -6.107495 0.0941 0.0513 -0.0221
C -3.002492 3.019216 -7.454838 -0.0400 -0.0085 0.0686
C -1.684467 2.854045 -7.856659 0.0038 -0.0242 -0.0905
C -0.677198 2.782143 -6.907676 0.0071 -0.0233 -0.0046
C -0.982631 2.886272 -5.558304 0.0154 0.0814 0.0209
C 1.888866 -1.767694 -3.653226 0.2900 0.2038 0.4731
C 2.424233 -2.730781 -4.509410 0.0491 -0.0896 0.0391
C 3.716037 -3.186724 -4.357077 -0.0132 -0.0399 -0.0761
C 4.523065 -2.623219 -3.368701 -0.0886 -0.0143 -0.0584
C 4.031799 -1.645390 -2.536973 -0.1466 0.1821 0.2193
C 2.691667 -1.208058 -2.617975 0.1265 -0.7120 -0.5397
O 2.241068 -0.301653 -1.797857 -1.0769 0.4252 1.1093
H -0.470821 -0.056898 -5.335491 0.0090 -0.0075 -0.0461
H -0.528088 -1.776900 -5.658434 0.0000 -0.0025 -0.0652
H 0.979892 -0.873659 -5.958416 0.0187 -0.0911 0.0201
H -1.794068 3.474104 -3.085835 -0.0726 0.1284 0.0251
H -3.495719 3.810718 -3.517863 0.0469 0.0531 0.0295
H -4.334818 3.246374 -5.788872 -0.0375 0.0101 -0.0132
H -3.795140 3.065625 -8.189318 -0.0052 0.0103 -0.0360
H -1.445471 2.782546 -8.909368 0.0108 -0.0153 -0.0161
H 0.350579 2.646823 -7.217322 0.0293 0.0038 -0.0060
H -0.192831 2.834343 -4.817433 -0.0014 -0.0008 0.0361
H 1.789196 -3.153644 -5.277634 0.0152 0.0065 -0.0764
H 4.100766 -3.965539 -4.999633 0.0040 -0.0164 -0.0349
H 5.542848 -2.964811 -3.250411 0.0466 0.0248 0.0002
H 4.652878 -1.195589 -1.773776 0.0050 -0.0107 0.0445
F 6.893643 -4.453113 4.813910 -0.0871 -0.0240 -0.1423
C 6.188860 -3.321722 4.974424 0.2441 -0.0225 0.3449
F 7.084696 -2.316733 5.064492 -0.0771 0.0277 -0.0971
F 5.605328 -3.405006 6.190982 -0.0923 0.0200 -0.0919
C 5.186046 -3.087042 3.887118 -0.0236 0.0019 -0.0806
C 4.547799 -1.853507 3.827335 0.0767 -0.1001 0.0234
C 3.606409 -1.617185 2.847219 -0.0323 -0.0116 -0.0571
C 3.267104 -2.616186 1.925442 0.3019 -0.0494 0.1994
C 3.937112 -3.840726 1.982825 -0.0912 0.0530 -0.0861
C 4.890903 -4.073215 2.957011 0.0774 0.0238 0.1206
C 2.244619 -2.365590 0.965267 -0.3693 -0.1625 -0.2406
C 1.308501 -2.146442 0.210909 -0.1258 0.4507 -0.0034
H 4.796320 -1.085465 4.547282 0.0053 0.0428 -0.0132
H 3.129859 -0.649967 2.777046 -0.0557 0.0166 0.0298
H 3.711973 -4.602815 1.249977 -0.0517 -0.0173 0.0106
H 5.410351 -5.019869 2.996044 -0.0058 -0.0262 -0.0086
C -1.251688 -2.367856 4.639589 0.1024 -0.1226 -0.0777
C 0.151769 -2.058594 4.125057 -0.1151 0.0496 0.1021
C 0.141188 -0.809242 3.226702 -0.0154 -0.0100 0.1003
C -1.215315 -0.613391 2.528991 0.1946 0.0275 -0.4213
C -1.753533 -2.008002 2.184585 -0.1599 0.0195 0.0406
C -2.175067 -2.734678 3.468459 0.0510 0.0677 0.0346
P -1.028324 0.411510 0.984660 -0.3247 0.3252 0.9924
C -2.737351 1.096482 0.674146 0.2636 -0.3288 -0.4371
C -3.603235 0.093662 -0.101816 -0.1288 0.1423 -0.1030
C -5.022207 0.640823 -0.211356 -0.0285 -0.1320 0.1013
C -5.694936 0.627764 1.173308 0.1105 -0.0789 -0.0098
C -4.655199 0.721848 2.299784 -0.0903 0.1562 -0.0478
C -3.509753 1.645937 1.893008 0.0994 -0.1241 0.2097
C -0.087533 1.955248 1.457996 0.1573 -0.3501 -0.2566
C -0.337080 2.574422 2.849343 0.0626 -0.0873 0.1015
C 0.936680 3.220332 3.407383 -0.0865 0.1900 -0.1326
C 1.634791 4.022950 2.311501 0.0754 -0.1137 0.0990
C 2.127792 3.098152 1.178434 -0.0082 -0.0179 0.0581
C 1.416211 1.745161 1.221125 -0.0994 0.0584 -0.1442
H -1.639076 -1.489999 5.163692 -0.0143 -0.0137 0.0570
H -1.218336 -3.187101 5.358754 -0.0416 0.0522 0.0744
H 0.524773 -2.919334 3.564539 0.0490 -0.0134 -0.0122
H 0.831784 -1.900874 4.963244 0.0804 -0.0455 -0.0387
H 0.897359 -0.932917 2.452395 0.0649 0.0908 0.0827
H 0.397305 0.068763 3.822302 0.0192 0.0461 -0.0390
H -1.926046 -0.105646 3.188694 0.0249 0.0153 -0.0055
H -0.957716 -2.557362 1.675323 -0.0155 -0.0033 -0.0237
H -2.596990 -1.967539 1.497873 0.0263 -0.0393 -0.0154
H -2.148234 -3.811813 3.291778 -0.0282 -0.0084 0.0175
H -3.206321 -2.474525 3.722889 -0.0087 -0.0419 -0.0375
H -2.528216 1.928914 -0.006210 -0.0110 -0.0841 -0.0402
H -3.651080 -0.870856 0.402968 0.0326 -0.0278 -0.0264
H -3.174568 -0.081852 -1.086414 -0.0141 -0.1201 0.1170
H -5.597003 0.042757 -0.918839 -0.0490 0.0550 -0.0474
H -4.982396 1.657143 -0.609326 0.0227 -0.0080 -0.0374
H -6.268241 -0.293323 1.296667 -0.0764 0.0382 0.0045
H -6.395062 1.462073 1.249885 -0.0439 -0.0330 0.0239
H -4.261870 -0.270454 2.534410 0.0082 -0.0186 0.0451
H -5.131112 1.101334 3.205980 0.0451 -0.0667 0.0498
H -2.850508 1.821792 2.743044 -0.0219 0.0610 -0.0161
H -3.938425 2.614209 1.622334 0.0636 0.0606 0.0152
H -0.414919 2.666946 0.690839 -0.0146 -0.0796 0.0544
H -0.697228 1.831181 3.562035 -0.1014 0.0382 -0.0069
H -1.105170 3.345328 2.762609 -0.0544 -0.0436 0.0351
H 1.616924 2.458150 3.796081 -0.0126 -0.0023 0.0549
H 0.671520 3.872200 4.241790 0.0273 -0.0531 0.0442
H 2.473018 4.580335 2.731262 -0.0290 0.0703 -0.0417
H 0.925680 4.755092 1.916884 0.0140 0.0423 0.0073
H 3.204195 2.938820 1.258737 0.0146 0.0152 -0.0420
H 1.939881 3.569601 0.212536 0.0579 -0.0227 -0.0555
H 1.840673 1.126557 2.012665 -0.0231 -0.0990 -0.0475
H 1.587850 1.217272 0.270301 0.1434 0.1269 0.1449
```
Positions in Å, forces in eV/Å.

- DFT total energy (Ha) = -4554.876327
- spin multiplicity = 6
- LUMO energy (alpha / beta) (eV) = 0.42 / -1.42
- HOMO level (alpha / beta) (eV) = -7.9 / -7.8
- M (g mol⁻¹) = 819.84

Here are the Mulliken charges for atoms 1 to 99, given in e:
1. Fe 0.324
2. C -1.370
3. C 1.159
4. N 0.220
5. N -1.130
6. C 0.488
7. S -0.388
8. S -0.061
9. C -1.189
10. C 0.604
11. C -0.438
12. C -0.601
13. C -0.396
14. C -0.607
15. C -0.182
16. C -0.044
17. C -0.467
18. C -0.741
19. C -0.487
20. C -0.528
21. C 0.394
22. O -0.751
23. H 0.241
24. H 0.308
25. H 0.446
26. H 0.477
27. H 0.582
28. H 0.375
29. H 0.373
30. H 0.387
31. H 0.420
32. H 0.383
33. H 0.440
34. H 0.401
35. H 0.407
36. H 0.473
37. F -0.283
38. C 0.875
39. F -0.263
40. F -0.259
41. C 0.250
42. C -0.934
43. C -0.138
44. C -0.141
45. C -0.757
46. C -0.649
47. C 1.232
48. C -0.962
49. H 0.425
50. H 0.481
51. H 0.542
52. H 0.463
53. C -1.009
54. C -0.741
55. C 0.476
56. C 0.810
57. C -0.616
58. C -0.859
59. P -1.625
60. C 1.230
61. C -0.501
62. C -1.029
63. C -0.979
64. C -0.311
65. C -0.871
66. C 0.363
67. C -1.159
68. C -0.811
69. C -0.764
70. C -1.026
71. C -0.050
72. H 0.295
73. H 0.516
74. H 0.241
75. H 0.549
76. H -1.424
77. H 0.218
78. H 0.838
79. H 0.282
80. H 0.044
81. H 0.455
82. H 0.272
83. H 0.579
84. H -0.087
85. H 0.364
86. H 0.475
87. H 0.345
88. H 0.356
89. H 0.341
90. H -0.184
91. H 0.560
92. H 0.213
93. H 0.491
94. H 1.245
95. H 0.236
96. H 0.353
97. H 0.199
98. H 0.534
99. H 0.429